1.
A cluster of 10 separate species, C30H48Br18F5NO2S in total. Source: OMol25; level of theory: ωB97M-V/def2-TZVPD.

Results
**Highest occupied orbital energy**: -0.322 Eh
**SMILES**: CCSCC(=O)O[C@@H](c1cccnc1)C(F)(F)C(F)(F)F.BrCCBr.BrCCBr.BrCCBr.BrCCBr.BrCCBr.BrCCBr.BrCCBr.BrCCBr.BrCCBr
**Lowest unoccupied orbital energy**: 0.1 eV

CARTESIAN COORDINATES (ANGSTROEM)
F (-1.11656, 2.56205, -1.12930)
C (-1.63504, -0.59747, -2.17736)
Br (3.63504, -12.81322, 2.58157)
Br (2.44631, -10.15522, 0.31059)
H (0.04151, 2.43344, 5.26019)
H (-1.68426, 7.53078, -0.20391)
H (-4.68120, 0.50846, -3.37597)
C (-1.77905, -0.46661, -0.80636)
C (2.42060, -0.43132, -3.78538)
H (-1.08825, 3.15960, 3.23459)
C (2.94897, -0.52701, 3.50615)
H (5.72242, 1.01073, -1.49561)
C (-0.57788, 2.83044, -7.00031)
H (1.43791, -10.84235, 2.47646)
S (3.58983, 0.85272, -3.23334)
H (-1.77647, 3.39613, -8.68125)
Br (1.00384, 1.76754, -6.60964)
H (-0.64810, 2.07074, -9.02852)
H (1.44482, -3.84613, 5.50312)
Br (2.32849, -6.39076, 2.78056)
C (-3.26541, 6.04890, -0.27202)
C (-2.34563, -1.60200, -2.82130)
C (4.43587, -0.41698, 3.70735)
C (1.28109, -4.46010, 4.61871)
F (-0.27340, 2.45072, -3.76183)
Br (0.68655, 8.70213, -2.75975)
O (1.25873, -1.71061, -2.19413)
H (5.03011, 0.99742, 0.14206)
H (-0.64199, -0.22854, -3.96782)
H (2.56291, -1.51300, 3.73874)
H (3.71307, -0.54302, -1.26328)
H (2.43112, 0.21220, 4.11121)
H (0.55486, -5.70482, 9.43825)
F (-2.19879, 1.58899, -4.31714)
C (-2.57994, 7.29157, -0.76630)
H (-1.77796, -5.21930, 8.98989)
C (-1.28226, 2.15018, 3.59217)
H (-2.25901, 2.11853, 4.06319)
Br (2.44220, -0.15487, 1.66544)
Br (-7.06374, 0.47436, -2.67373)
C (-3.14940, -2.40254, -2.02394)
C (3.64263, 0.52436, -1.45160)
C (-1.92560, 2.46331, -2.16488)
C (-0.78436, 2.99751, -8.48151)
H (-4.27826, 5.94795, -0.64715)
H (-1.40796, 2.28549, -6.56104)
F (-2.16871, 3.71074, -2.61329)
H (-1.20946, 0.31963, -0.31086)
O (0.57481, 0.40359, -2.43476)
C (2.59213, -4.98648, 4.10034)
H (2.21684, -9.25302, 2.59368)
H (0.57479, -5.24909, 4.85488)
H (1.97968, -0.15847, -4.73678)
H (-0.45265, 3.77606, -6.48330)
C (4.85417, 1.25948, -0.89328)
H (2.04318, 10.24178, 0.47648)
Br (-1.93513, -5.50836, 6.54146)
Br (1.32943, 7.90023, 0.78521)
H (-2.68781, 5.16909, -0.54428)
H (-2.28116, -1.75071, -3.88744)
Br (1.21226, -7.12474, 7.52674)
H (2.72926, 0.89555, -0.99367)
H (-3.71239, -3.20858, -2.47053)
C (-1.26437, -5.90565, 8.32061)
Br (-5.41932, -1.75264, -5.09890)
Br (5.37104, -1.95796, 2.97167)
F (-3.10101, 1.95674, -1.80990)
C (3.57598, -10.88552, 2.84191)
H (4.86064, 0.46281, 3.23561)
H (3.15791, -5.44873, 4.90650)
Br (-3.74517, 8.84967, -0.66104)
C (-0.72331, 0.27686, -3.00320)
H (-5.56504, 1.91316, -4.00568)
C (0.77598, 9.88042, -1.21292)
H (4.69416, 2.33025, -0.98738)
H (0.99007, 10.86704, -1.61690)
H (0.53628, -4.76861, 7.93121)
H (-6.78006, 0.26569, -5.60650)
Br (-3.38015, 6.00684, 1.67079)
H (0.73574, 1.48664, 3.92847)
C (-1.28673, 1.66745, -3.32478)
C (-0.16844, 1.69451, 4.48980)
C (1.85679, 9.45847, -0.25449)
H (-3.82521, -2.85505, -0.04259)
C (0.22406, -5.69472, 8.40234)
Br (-1.37766, 1.02506, 2.01112)
C (1.37248, -0.67049, -2.74695)
H (2.96267, -1.36103, -3.89212)
H (-0.21063, 9.88332, -0.75995)
C (-5.58487, 0.83244, -3.88256)
H (-1.56076, -6.92389, 8.54830)
H (4.48482, -10.48273, 2.40822)
Br (-0.62592, 0.05879, 5.43877)
H (-2.32801, 7.19308, -1.81979)
H (-5.05911, 0.54044, -5.93851)
C (-5.77460, 0.15593, -5.21480)
H (2.78365, 9.20297, -0.75657)
C (2.33513, -10.27683, 2.24881)
H (3.59044, -10.73909, 3.91947)
C (-3.21662, -2.21045, -0.65625)
Br (0.45479, 4.28739, -9.24373)
H (3.19791, -4.22106, 3.62438)
Br (0.40708, -3.28674, 3.33411)
N (-2.54477, -1.22957, -0.04133)
H (4.67660, -0.41220, 4.76821)

---

2.
The ion C4H9N2O with charge +1. Source: OMol25; level of theory: ωB97M-V/def2-TZVPD.

Results
**Highest occupied orbital energy**: -0.530 Eh
**SMILES**: C[C@@H]1C(=O)N[C@H]1[NH3+]
**Lowest unoccupied orbital energy**: -3.8 eV
**Energy above the lowest of the compared OMol25 structures with the same formula, charge and spin**: 241.4 kJ/mol
**Charge**: +1

CARTESIAN COORDINATES (ANGSTROEM)
N (0.05267, 1.69097, -0.49223)
H (0.90431, 2.31717, -0.50084)
H (-0.50222, -2.64852, 1.11440)
C (-0.59705, -0.59459, 0.23624)
H (-0.01608, -1.44691, 2.11121)
C (-0.05359, -1.71336, 1.14731)
N (-0.43765, -0.16997, -1.83683)
H (-1.13628, -0.03264, 0.92896)
H (-0.54732, 1.92776, 0.30271)
O (-2.03650, -1.81991, -1.42380)
H (0.91344, -2.06240, 0.92888)
H (1.40280, 0.21545, -0.65016)
H (-0.03238, -0.35098, -2.75882)
C (-1.22291, -1.07804, -1.10261)
H (-0.56229, 1.90118, -1.32932)
C (0.35790, 0.20881, -0.64384)

---

3.
A cluster of 2 separate species, C3H6Cl2OSi in total. Source: OMol25; level of theory: ωB97M-V/def2-TZVPD.

Results
**Highest occupied orbital energy**: -0.312 Eh
**SMILES**: CC=C(Cl)Cl.O=[SiH2]
**Lowest unoccupied orbital energy**: -0.5 eV
**Energy above the lowest of the compared OMol25 structures with the same formula, charge and spin**: 530.1 kJ/mol

CARTESIAN COORDINATES (ANGSTROEM)
Si (-0.78370, -0.17636, -1.79464)
H (1.68235, 2.32903, 0.87520)
Cl (-1.03563, -0.83929, 2.71787)
H (0.75634, 1.53508, -0.32635)
H (1.55484, -0.35078, 1.76184)
H (2.69733, 0.91855, 0.43024)
C (1.54489, 1.42199, 0.47998)
O (-1.04844, -0.15488, -0.33794)
H (-1.24696, 0.81293, -2.76968)
H (0.21633, -1.19262, -2.35758)
C (0.87780, 0.43624, 1.40055)
Cl (-1.63089, 1.66251, 1.54020)
C (-0.39821, 0.44228, 1.81485)

---

4.
A structure of composition C17H11Br2Cl2NO2STa. Source: OMol25; level of theory: ωB97M-V/def2-TZVPD.

Results
**Highest occupied orbital energy**: -0.650 Eh
**Lowest unoccupied orbital energy**: -12.0 eV
**Energy above the lowest of the compared OMol25 structures with the same formula, charge and spin**: 37.8 kJ/mol
**Charge**: +3

CARTESIAN COORDINATES (ANGSTROEM)
C (2.41022, 1.37908, -2.91804)
N (0.54925, 0.32027, -1.87319)
H (-2.65722, 3.05687, 1.55603)
Ta (-0.74642, -0.32104, -0.25436)
Br (-0.44677, 2.49874, 0.54380)
C (-2.88044, -2.04434, -1.94835)
C (-3.26920, -2.08086, -3.24346)
H (0.16004, 0.29825, -5.21811)
C (-1.71000, -1.21794, -1.76220)
Br (-3.17670, 1.21721, -0.06547)
C (1.09165, -0.64380, 2.36176)
C (-2.33728, 2.84157, 0.54305)
H (2.16829, 1.05901, -0.80316)
C (1.74787, 0.93470, -1.79378)
C (1.82373, 1.17748, -4.15978)
C (0.03482, -1.16256, 3.18655)
Cl (-0.49436, -2.72411, 6.79483)
C (-2.27594, -1.90492, 3.32044)
H (-4.11416, -2.60259, -3.67133)
S (-2.24204, -1.15297, -4.27831)
C (-1.23571, -1.33660, 2.63444)
H (2.07340, -0.52746, 2.82881)
Cl (-3.81245, -2.11087, 2.59281)
C (-0.00877, 0.07012, -3.10261)
H (-3.39791, -2.56965, -1.15804)
O (1.00950, -0.32077, 1.14514)
H (1.24032, -1.42989, 4.96297)
O (-1.35691, -0.92812, 1.33294)
C (0.27131, -1.56873, 4.49931)
C (-2.02495, -2.33135, 4.62899)
C (-1.24952, -0.70949, -3.01589)
H (-2.55062, 3.64084, -0.15689)
C (-0.76708, -2.16779, 5.20949)
C (0.60581, 0.50193, -4.25280)
H (-2.81895, -2.80131, 5.19588)
H (3.36928, 1.86839, -2.81955)
H (2.31536, 1.52837, -5.05875)